1.
Density functional theory data (wB97M-V/def2-TZVPD) for a 3-piece molecular cluster, C28H54F9N2O4P overall at a distorted geometry.

Geometry as XYZ:
```
98
Properties=species:S:1:pos:R:3:lowdin_charge:R:1
C 8.062 -6.986 -4.616 -0.095
O -7.754 -3.062 1.253 -0.033
O 2.483 -4.245 -1.301 -0.026
H 9.134 -7.203 -4.701 0.072
H 4.979 -3.066 -3.155 0.075
C -4.029 8.785 -0.244 -0.096
H -0.825 9.160 2.119 0.115
H -4.982 8.474 -0.684 0.072
H 5.491 -8.069 -2.584 0.114
C -2.303 1.890 2.864 -0.138
H -5.343 -1.253 2.927 0.090
H -6.411 -0.978 -1.877 0.146
H 8.463 -6.088 -2.721 0.107
F 0.177 1.607 5.938 0.018
C 6.211 -4.826 -3.377 -0.267
C -0.129 0.496 -1.478 -0.218
H -4.242 9.608 0.445 0.063
H -1.243 6.005 0.491 0.109
C -1.882 9.030 1.853 -0.251
H 4.052 -4.566 -3.166 0.056
H 3.798 -4.375 1.724 0.103
N -2.023 7.883 0.954 -0.190
H -1.658 -1.189 -1.407 0.093
C -1.156 -0.469 -0.598 -0.279
H 3.060 -5.944 0.812 0.101
H 0.050 -0.054 -2.523 0.120
F -2.053 3.586 4.703 0.019
H -1.644 6.392 3.488 0.063
H -3.754 8.753 2.959 0.068
F -1.126 -0.107 4.912 0.049
H -3.324 6.786 -0.266 0.116
H 4.412 -6.725 -2.452 0.100
H -3.397 -0.266 1.190 0.051
C -1.352 2.390 4.101 -0.094
H -4.689 -2.928 2.210 0.085
H 3.743 -1.872 0.327 0.138
H 1.874 1.579 -1.385 0.119
C -1.834 5.886 2.540 -0.095
H 7.083 -4.225 -3.092 0.116
C -3.781 -0.158 -1.132 -0.403
C 2.827 -4.865 1.240 -0.013
C 4.984 -4.109 -2.821 -0.104
C -3.374 7.603 0.464 -0.272
H 1.956 -4.898 2.030 0.094
C 4.763 -7.340 -4.466 -0.089
C -1.172 1.314 5.324 -0.121
H -6.101 -2.947 3.476 0.106
C -1.489 1.266 1.575 -0.343
H 4.659 -6.415 -5.038 0.068
F -0.005 2.865 3.710 0.047
H -2.903 1.830 -0.223 0.073
F -0.412 0.401 2.106 -0.036
H 7.533 -7.846 -5.031 0.054
C -6.034 -1.604 -0.947 -0.179
H -3.395 9.162 -1.054 0.079
C -6.731 -2.169 1.325 -0.264
H 4.988 -4.109 -1.725 0.067
F -0.817 2.449 0.917 -0.063
H 3.775 -7.815 -4.435 0.074
H 6.166 -4.811 -4.473 0.097
H 2.437 -0.809 1.233 0.137
C 2.324 -3.889 -0.019 -0.275
O -6.590 -1.070 0.325 -0.134
H 1.346 0.985 0.331 0.099
H -0.672 1.502 -1.728 0.105
H -2.905 5.688 2.453 0.068
H -2.715 10.042 3.562 0.073
H -2.291 8.370 3.889 0.055
H 3.350 -0.224 -1.534 0.119
H -2.126 9.939 1.289 0.101
F -2.991 3.131 2.343 -0.004
H -0.569 -1.213 0.129 0.108
H 5.421 -8.018 -5.013 0.054
P -2.592 0.472 0.236 0.843
H -3.323 -0.025 -2.217 0.099
H -0.243 6.941 1.559 0.113
C 1.355 0.678 -0.799 -0.202
H 1.845 -1.294 -1.918 0.119
C -2.712 9.034 3.132 -0.091
H -4.035 7.260 1.270 0.097
C 2.334 -0.634 -1.085 -0.152
C -4.365 -1.682 -0.869 -0.201
H -3.943 -2.397 -1.715 0.121
H -6.398 -2.727 -1.019 0.132
H 7.859 -6.112 -5.240 0.067
C 7.705 -6.755 -3.152 -0.255
C -5.643 -2.345 2.561 -0.029
F -3.378 1.025 3.399 0.017
F -2.157 1.567 6.441 0.032
C 5.256 -7.100 -3.044 -0.248
H -1.328 4.914 2.593 0.044
O 1.674 -2.612 0.361 -0.151
C -1.289 6.679 1.357 -0.242
H -4.090 -2.118 0.182 0.082
N 6.385 -6.185 -2.860 -0.190
C 2.625 -1.491 0.283 -0.178
H -4.739 0.553 -1.115 0.091
H 7.823 -7.699 -2.606 0.110
```

**LUMO**: -0.05 eV
**SMILES**: CC(=O)OCCCCC[PH2](CCCOC(C)=O)C(F)(F)C(F)(F)C(F)(F)C(F)(F)F.CCN(CC)CC.CCN(CC)CC
**Orbital gap**: 7.9 eV
**2S+1**: 1

2.
Density functional theory data (wB97M-V/def2-TZVPD) for C28H54IrP2 as an isolated structure at a distorted geometry.

Geometry as XYZ:
```
85
Properties=species:S:1:pos:R:3:lowdin_spin:R:1
H 0.125 -0.569 -5.200 0.007
H 1.166 -1.304 -0.073 0.007
H 4.081 -3.046 -0.942 0.000
H -1.326 0.460 -5.354 0.001
H 4.854 -0.955 1.466 0.000
H -0.803 2.599 0.086 0.038
H 0.029 -2.173 1.774 0.016
C 2.431 0.118 -3.521 0.044
H -2.486 2.857 2.664 0.000
H 0.311 1.429 0.855 0.034
H 1.032 -0.076 1.363 0.004
C -0.805 1.919 -3.076 0.332
C 1.275 0.945 -3.118 0.317
H 0.230 1.030 -5.969 0.018
C 1.155 1.849 3.305 0.003
H -2.888 1.408 -2.959 0.021
H -4.506 -0.286 3.477 0.003
H -1.776 -3.643 1.813 0.000
H -4.733 2.377 0.899 0.001
C 3.958 -3.581 0.010 0.000
H -3.724 -3.037 0.826 0.000
H -2.399 2.192 -4.456 0.005
Ir -1.423 -0.387 0.365 1.049
H 3.146 0.690 -4.134 0.020
H -1.852 -2.808 -2.523 0.002
H 1.100 2.764 2.693 0.000
C 4.308 -1.647 2.118 0.000
H 2.987 -0.244 -2.644 0.005
C -2.227 2.191 -3.374 0.048
H 0.987 -0.886 3.707 0.000
C -0.644 3.194 -0.833 0.073
C -0.098 2.353 -1.914 0.352
H -3.336 -1.448 2.810 0.003
C -0.613 -2.168 0.887 0.170
H -2.742 1.620 3.949 0.000
P -3.171 0.705 1.696 0.062
H -4.822 -1.084 1.892 0.001
H 4.934 -3.820 0.454 0.000
H -3.869 1.616 -0.449 0.006
C -2.987 -1.467 -0.399 0.084
H 3.373 -4.492 -0.175 0.000
C 2.437 -3.733 2.366 0.002
C -1.590 -3.309 0.780 0.033
H 3.824 -1.053 2.906 0.000
H 1.849 -3.242 3.153 0.000
H 2.091 -0.742 -4.118 0.004
C -2.129 -0.956 -1.444 0.130
C 1.194 1.743 -1.946 0.333
H 0.105 -3.395 -1.515 0.000
H -0.934 1.406 3.073 0.001
H 0.883 -1.993 -2.237 0.001
C 0.114 0.532 1.454 0.112
H 2.383 0.765 -0.494 0.018
C 0.133 -1.647 -0.256 0.041
H -0.785 -1.032 3.618 0.003
H 4.982 -2.395 2.551 0.000
H -0.031 -0.067 4.909 0.000
P 3.029 -2.499 1.148 0.003
C 0.034 -2.300 -1.602 0.008
H -1.609 3.631 -1.117 0.000
C -3.124 2.020 2.994 -0.003
C 0.017 0.889 2.941 0.010
H 2.122 1.362 3.106 0.000
C -4.053 -0.661 2.549 0.024
H -2.509 -0.099 -2.023 0.029
C 0.048 1.059 -3.824 0.317
C -0.248 0.463 -5.156 0.041
H -2.564 3.145 -2.958 0.004
C 2.264 1.776 -0.926 0.049
H -4.152 2.399 3.154 -0.001
H 2.064 2.502 -0.127 0.000
H -3.116 -3.572 -0.743 0.004
C -2.911 -2.900 0.095 0.018
H -5.206 0.740 0.350 0.001
H -1.056 -1.408 -3.248 0.003
H 0.045 4.013 -0.563 0.014
H -3.993 -1.028 -0.430 0.002
C 0.039 -0.345 3.845 0.006
H -1.161 -4.169 0.243 0.008
H 1.789 -4.465 1.867 0.000
H 3.241 2.043 -1.354 0.014
C -1.278 -1.902 -2.288 0.017
H 3.306 -4.236 2.808 0.000
H 1.119 2.135 4.367 0.000
C -4.366 1.422 0.506 0.023
```

**LUMO (alpha / beta)**: -1.90 / -5.44 eV
**Net charge**: +1
**Orbital gap (alpha / beta)**: 5.8 / 4.5 eV
**2S+1**: 5